The following is a DFT calculation (ωB97M-V/def2-TZVPD) of a 2-piece molecular cluster, C7H11NO overall in a non-equilibrium geometry.

Positions of all 20 atoms, in Å:
H1 2.537155 1.417119 1.252648
N1 2.166992 0.672652 0.668644
C1 0.867360 0.708830 0.567392
C2 0.163410 -0.709542 0.382587
C3 0.777657 -1.430945 -0.777090
C4 -1.340081 -0.519973 0.222969
C5 -2.112704 -0.308426 1.504184
O1 -1.875904 -0.517589 -0.859462
H2 0.268079 1.343064 1.236744
H3 0.360171 -1.208402 1.332930
H4 0.695493 -0.673692 -1.675295
H5 1.846264 -1.562001 -0.643434
H6 0.253591 -2.337753 -1.067573
H7 -3.095644 0.106716 1.283803
H8 -1.576034 0.342879 2.197277
H9 -2.239496 -1.277729 1.996392
C6 0.532182 1.667121 -1.234991
C7 0.705838 0.958293 -2.235466
H10 0.106188 2.589328 -0.913686
H11 0.959485 0.740050 -3.238572

Force components x, y, z for each atom (eV/Å):
-0.1 0.3 -0.2
-1.1 -0.1 -0.1
1.3 -2.0 2.5
0.1 1.1 -0.9
0.1 1.1 -1.5
0.1 0.1 0.0
-0.2 0.0 -0.1
0.0 -0.1 0.2
0.1 0.4 -0.5
0.0 0.1 0.1
0.0 -1.8 1.4
0.0 -0.3 0.2
0.1 -0.1 0.1
0.1 0.0 0.0
0.0 -0.1 0.0
0.0 0.1 0.0
-0.6 -0.9 -3.2
-0.2 2.8 1.7
0.2 0.1 0.6
0.1 -0.7 -0.3

The strongest force on any atom is 0.068 hartree/bohr. The gap between HOMO and LUMO (alpha / beta) comes out at 8.675 / 8.676 eV. Its energy relative to the best compared isomer or geometry (same formula, charge and spin) is 519.5 kJ/mol. Its SMILES is [H]/N=C/[C@H](C)C(C)=O.C#C. As for the multiplicity: 1.



The following is a DFT calculation (ωB97M-V/def2-TZVPD) of one molecule with the formula C7H11NS in a non-equilibrium geometry.

Positions of all 20 atoms, in Å:
C1 -2.088192 1.327351 -0.094048
C2 -2.853968 0.264763 -0.257106
C3 -0.584457 -1.187414 0.019473
C4 0.706307 -1.282462 -0.164390
C5 1.423348 -1.978512 -1.292269
C6 1.605902 -0.950209 1.027809
C7 0.060991 2.415194 0.467590
N1 -0.773493 1.304569 -0.002044
S1 -2.233556 -1.341260 -0.184462
H1 -2.615297 2.256127 0.119952
H2 -3.835968 0.369589 -0.709669
H3 1.678950 -2.921278 -0.884240
H4 0.868009 -2.285912 -2.261447
H5 2.285471 -1.445169 -1.595753
H6 2.320732 -0.188234 0.941708
H7 1.053726 -0.817970 1.888921
H8 2.135691 -1.874964 1.130337
H9 1.087349 2.064880 0.567576
H10 -0.003315 3.349360 -0.131917
H11 -0.238238 2.921545 1.413971

Force components x, y, z for each atom (eV/Å):
2.4 4.1 1.4
-1.0 -2.4 -1.2
0.7 0.1 0.3
-0.8 -0.1 0.1
-1.9 -0.6 -1.6
-0.2 -1.5 -1.9
-1.2 0.9 -0.1
0.3 0.7 0.8
-0.6 -1.3 -0.8
-0.2 0.5 -0.4
-0.1 -0.2 0.7
0.9 -1.1 0.4
0.3 1.0 1.7
1.1 0.5 -0.2
0.9 1.3 -0.6
-1.3 0.5 1.8
0.8 -0.6 0.5
-0.1 0.2 -0.2
0.3 -0.7 -0.6
-0.2 -1.1 0.1

The strongest force on any atom is 0.097 hartree/bohr. The gap between HOMO and LUMO (alpha / beta) comes out at 6.934 / 6.704 eV. Its energy relative to the best compared isomer or geometry (same formula, charge and spin) is 191.1 kJ/mol. As for the multiplicity: 3.



The following is a DFT calculation (ωB97M-V/def2-TZVPD) of an isolated ion of composition C7H11O and charge -1 in a non-equilibrium geometry.

Positions of all 19 atoms, in Å:
C1 -2.136616 1.163203 -0.071778
O1 -0.979026 1.011883 0.690121
C2 -2.185052 -0.075827 -1.057283
C3 -0.743714 -0.706024 -1.025164
C4 -0.174463 -0.103685 0.270802
C5 1.241186 0.320665 0.329534
C6 2.182364 -0.606401 0.848665
C7 3.484857 -0.292270 1.150945
H1 -3.025112 1.307162 0.593650
H2 -2.228002 2.073730 -0.733790
H3 -2.587379 0.359883 -1.972180
H4 -2.710733 -0.943315 -0.705705
H5 -0.179676 -0.223071 -1.818778
H6 -0.852035 -1.772297 -1.220298
H7 -0.304142 -0.854809 1.079020
H8 1.588010 1.171254 -0.226088
H9 1.695660 -1.444114 1.344129
H10 3.919505 0.540866 0.687912
H11 3.994367 -0.926833 1.836287

Force components x, y, z for each atom (eV/Å):
-0.9 -0.7 -0.7
-1.0 1.0 -0.6
0.4 0.5 1.0
-1.3 3.1 -1.3
1.2 -1.2 1.3
0.4 -2.3 -0.3
-1.1 2.6 0.9
-0.6 -1.9 -0.2
0.4 -0.6 -0.3
0.9 -0.4 0.6
0.1 -0.8 -0.4
-1.5 0.2 0.3
0.4 -0.4 -0.3
0.6 0.0 0.6
0.1 0.0 -0.3
-0.1 0.5 -0.2
0.3 -0.4 0.0
0.8 1.1 -0.3
0.8 -0.3 0.2

As for the charge: -1. The strongest force on any atom is 0.070 hartree/bohr. The gap between HOMO and LUMO comes out at 4.551 eV. Its energy relative to the best compared isomer or geometry (same formula, charge and spin) is 97.6 kJ/mol. As for the multiplicity: 1.



The following is a DFT calculation (ωB97M-V/def2-TZVPD) of one molecule with the formula C7H11P in a non-equilibrium geometry.

Positions of all 19 atoms, in Å:
C1 3.570979 0.526772 0.263108
C2 2.380761 0.324636 0.384049
C3 1.030001 -0.061788 0.586210
C4 0.575123 -1.092006 -0.473825
C5 -0.515796 -0.454991 -1.388807
P1 -1.521313 0.971698 -0.693224
C6 -2.692042 0.037543 0.436536
C7 -0.136784 1.352517 0.515807
H1 4.586425 0.480828 0.392698
H2 0.868890 -0.565953 1.567481
H3 0.382719 -2.044676 -0.106260
H4 1.366042 -1.150034 -1.282261
H5 -0.066665 -0.217548 -2.404033
H6 -1.331964 -1.271370 -1.575122
H7 -2.064224 -0.287435 1.304748
H8 -2.960529 -0.848036 -0.173079
H9 -3.582901 0.542064 0.807541
H10 -0.415981 1.588733 1.532155
H11 0.527257 2.169054 0.306282

Force components x, y, z for each atom (eV/Å):
-3.0 -0.5 0.3
2.2 0.5 0.3
-3.5 0.7 0.3
1.2 3.3 -3.0
-2.2 -1.9 -0.9
1.1 0.1 0.6
1.4 -0.9 0.1
2.0 -2.3 0.3
1.8 0.3 -0.2
0.4 0.8 -0.4
-0.6 -1.5 0.8
-0.2 -0.6 1.5
-0.8 0.0 1.3
1.4 1.3 -0.1
-0.8 0.0 -0.5
-0.2 0.3 0.6
0.2 0.2 -0.3
-0.6 -0.4 0.4
0.1 0.5 -0.9

The strongest force on any atom is 0.090 hartree/bohr. The gap between HOMO and LUMO comes out at 9.600 eV. Its energy relative to the best compared isomer or geometry (same formula, charge and spin) is 149.3 kJ/mol. Its SMILES is C#C[C@@H]1CCP(C)C1. As for the multiplicity: 1.



The following is a DFT calculation (ωB97M-V/def2-TZVPD) of one molecule with the formula C7H12 in a non-equilibrium geometry.

Positions of all 19 atoms, in Å:
C1 -0.716764 1.423970 -0.057441
C2 0.683053 1.361793 -0.017805
C3 1.861504 0.361557 0.023565
C4 1.568655 -1.193445 -0.073950
C5 0.018786 -0.970593 -0.046659
C6 -1.506701 -1.241548 0.017208
C7 -1.873746 0.347508 -0.016595
H1 -1.098976 2.520486 -0.092915
H2 1.149768 2.358086 0.024561
H3 2.633180 0.669979 -0.759211
H4 2.397087 0.651154 0.982334
H5 1.862827 -1.703867 -0.974824
H6 1.959424 -1.693840 0.832923
H7 -0.007358 -0.346927 -0.913860
H8 0.081093 -0.354812 0.872705
H9 -2.072598 -1.673084 -0.740847
H10 -1.913883 -1.651047 0.971370
H11 -2.455571 0.631107 0.838481
H12 -2.569780 0.503518 -0.869041

Force components x, y, z for each atom (eV/Å):
1.5 1.0 -0.1
-1.6 1.5 -0.3
1.8 0.3 -0.2
-1.2 -0.1 1.2
0.1 -0.5 1.1
0.5 1.9 2.5
0.2 0.0 -0.8
0.5 -2.0 0.1
-0.4 -0.1 -0.1
-1.1 -0.2 0.7
-0.6 -0.7 -0.8
0.6 0.1 -0.3
-0.1 0.0 -0.6
0.0 0.2 -0.4
-0.7 -0.5 -0.7
-0.3 -1.1 -1.7
0.6 0.1 -0.5
-0.4 0.0 0.7
0.6 0.2 0.3

The strongest force on any atom is 0.061 hartree/bohr. The gap between HOMO and LUMO comes out at 9.869 eV. Its energy relative to the best compared isomer or geometry (same formula, charge and spin) is 441.1 kJ/mol. Its SMILES is C1=CCCCCC1. As for the multiplicity: 1.



The following is a DFT calculation (ωB97M-V/def2-TZVPD) of one molecule with the formula C7H12.

Positions of all 19 atoms, in Å:
C1 2.264293 0.501418 -0.811645
C2 1.182795 -0.574881 -0.622525
C3 0.256099 -0.371373 0.587825
C4 -0.426740 1.018802 0.795166
C5 -1.794828 0.346184 0.802175
C6 -2.011010 -0.404295 -0.474417
C7 -1.149109 -1.011287 0.591001
H1 2.890721 0.277498 -1.684281
H2 2.933378 0.565839 0.054295
H3 1.844106 1.501150 -0.975143
H4 0.580497 -0.640257 -1.537742
H5 1.682452 -1.548071 -0.525814
H6 0.787907 -0.657521 1.503483
H7 -0.273752 1.765313 0.007280
H8 -0.164501 1.462783 1.759583
H9 -2.615327 0.615625 1.461453
H10 -2.988516 -0.862601 -0.605299
H11 -1.565206 -0.041419 -1.399918
H12 -1.433266 -1.942900 1.074520

Force components x, y, z for each atom (eV/Å):
0.0 0.0 0.1
-0.1 -0.1 0.0
0.1 0.0 0.0
0.1 0.2 0.0
-0.1 0.2 0.1
0.0 0.0 -0.2
0.1 -0.3 0.0
-0.1 0.0 0.2
-0.1 0.0 -0.1
0.0 -0.2 0.1
0.1 0.1 0.1
-0.1 0.1 0.0
0.0 0.1 -0.1
0.0 -0.1 0.1
0.0 0.0 -0.2
0.1 -0.1 -0.1
0.2 0.1 0.1
-0.1 0.0 0.1
0.2 0.1 -0.2

The strongest force on any atom is 0.006 hartree/bohr. The gap between HOMO and LUMO comes out at 10.737 eV. Its energy relative to the best compared isomer or geometry (same formula, charge and spin) is 133.1 kJ/mol. Its SMILES is CC[C@H]1C[C@H]2C[C@@H]12. As for the multiplicity: 1.



The following is a DFT calculation (ωB97M-V/def2-TZVPD) of one molecule with the formula C7H12.

Positions of all 19 atoms, in Å:
C1 -1.825037 0.080503 0.701920
C2 -1.208355 -0.540972 -0.529531
C3 -0.027360 -0.032138 -1.308931
C4 0.755797 1.149256 -0.771325
C5 1.161606 0.768029 0.667188
C6 1.124883 -0.770417 0.687574
C7 0.145664 -1.214344 -0.395439
H1 -1.920642 1.167134 0.680425
H2 -2.813836 -0.337283 0.899308
H3 -1.214510 -0.170324 1.569040
H4 -1.930940 -1.047949 -1.171508
H5 -0.025181 -0.196550 -2.381447
H6 1.648470 1.302030 -1.386329
H7 0.174343 2.076616 -0.807958
H8 2.164943 1.125896 0.912560
H9 0.484706 1.215699 1.401859
H10 0.998522 -1.202007 1.689967
H11 2.080185 -1.131255 0.286002
H12 0.226742 -2.241926 -0.743374

Force components x, y, z for each atom (eV/Å):
0.0 0.2 0.3
0.0 -0.3 0.2
0.1 0.1 -0.2
0.0 0.1 0.0
0.0 0.0 0.1
0.1 -0.2 -0.3
-0.3 -0.2 0.0
0.0 0.0 -0.2
0.0 0.0 -0.1
-0.1 0.1 0.1
0.3 -0.1 0.2
-0.2 0.2 0.1
-0.1 0.0 0.0
0.1 -0.1 0.0
-0.1 0.0 0.0
0.1 -0.2 -0.2
-0.1 0.1 -0.2
0.1 0.0 0.4
0.2 0.3 -0.2

The strongest force on any atom is 0.008 hartree/bohr. The gap between HOMO and LUMO comes out at 10.669 eV. Its energy relative to the best compared isomer or geometry (same formula, charge and spin) is 56.9 kJ/mol. Its SMILES is C[C@H]1[C@H]2CCC[C@@H]12. As for the multiplicity: 1.



The following is a DFT calculation (ωB97M-V/def2-TZVPD) of one molecule with the formula C7H12 in a non-equilibrium geometry.

Positions of all 19 atoms, in Å:
C1 1.123811 -1.718918 -1.398250
C2 -0.365723 -1.381680 -1.230366
C3 -0.596852 -0.609302 0.001181
C4 -1.111399 -0.501569 1.198473
C5 -0.344736 0.694909 0.703161
C6 -1.101309 1.941934 0.277616
C7 1.028852 0.994217 1.276556
H1 1.282266 -2.264127 -2.328240
H2 1.721724 -0.818220 -1.414968
H3 1.449444 -2.338178 -0.573272
H4 -0.697209 -0.786309 -2.089114
H5 -0.954833 -2.304417 -1.201463
H6 -1.686364 -0.904256 1.996152
H7 -2.125218 1.695572 0.010061
H8 -1.120452 2.672536 1.086298
H9 -0.621869 2.407853 -0.583890
H10 1.563228 0.073299 1.496865
H11 1.619544 1.580113 0.573969
H12 0.937095 1.566544 2.199230

Force components x, y, z for each atom (eV/Å):
-0.5 -0.1 -0.2
0.2 -0.1 -0.2
-0.6 0.1 1.1
0.7 0.1 -1.3
0.0 0.0 0.1
0.1 -0.2 0.0
-0.2 -0.1 -0.1
0.1 0.0 0.0
0.2 0.2 0.0
0.2 -0.2 0.2
0.0 -0.1 0.1
0.0 0.1 -0.1
-0.3 -0.2 0.4
-0.1 0.0 -0.1
0.0 0.1 0.0
0.0 0.1 -0.1
0.1 -0.1 0.0
0.1 0.1 -0.1
0.1 0.1 0.1

The strongest force on any atom is 0.029 hartree/bohr. The gap between HOMO and LUMO comes out at 9.946 eV. Its energy relative to the best compared isomer or geometry (same formula, charge and spin) is 192.8 kJ/mol. Its SMILES is CCC1=CC1(C)C. As for the multiplicity: 1.